[1]
{"formula": "CH2BNO2", "method": "ωB97M-V with the def2-TZVPD basis set", "species": ["B", "C", "N", "O", "O", "H", "H"], "positions_angstrom": [[0.005, 0.442, -1.664], [-0.271, 0.005, 2.033], [0.100, 0.337, 3.117], [0.136, 1.484, -1.322], [0.024, -0.786, -1.934], [-0.322, -0.016, 1.032], [0.329, -1.467, -1.263]], "forces_ev_per_a": [[-0.6, -8.6, -2.4], [-4.4, -4.2, -3.7], [3.5, 3.2, 7.2], [1.1, 12.9, 3.8], [0.2, -5.8, -0.1], [0.9, 1.1, -3.5], [-0.6, 1.5, -1.4]], "gap_ev": [6.760, 8.482], "energy_ha": -269.19127, "multiplicity": 3, "e_homo_ev": [-6.96, -12.46], "s_squared": 2.003}

=====

[2]
{"formula": "C4H8N3O2", "method": "ωB97M-V with the def2-TZVPD basis set", "species": ["C", "C", "C", "C", "N", "N", "N", "O", "O", "H", "H", "H", "H", "H", "H", "H", "H"], "positions_angstrom": [[1.067, 1.441, 1.199], [1.213, 2.153, 2.483], [-0.252, -2.293, -2.502], [-0.029, -1.489, -1.311], [-0.870, 1.461, 2.082], [-0.174, 1.123, 1.016], [-0.816, -0.579, -0.884], [2.148, 2.613, 3.046], [-0.092, 2.168, 2.975], [1.855, 1.215, 0.512], [0.615, -2.196, -3.163], [-0.276, -3.352, -2.231], [-1.161, -2.028, -3.038], [0.879, -1.673, -0.741], [-0.600, 0.074, -0.069], [-1.839, 1.755, 2.039], [-1.667, -0.394, -1.413]], "forces_ev_per_a": [[-0.4, 0.2, 0.5], [0.2, -0.2, -0.4], [-0.1, -0.3, -0.5], [0.2, 0.1, 0.4], [0.1, -0.3, 0.8], [0.5, 0.4, 0.1], [-0.2, -0.2, -0.6], [-0.2, 0.0, 0.1], [-0.3, 0.2, 0.0], [0.1, -0.1, -0.2], [0.0, 0.1, 0.0], [0.0, 0.0, 0.1], [0.0, 0.0, 0.0], [0.0, 0.1, 0.1], [-0.1, -0.2, -0.2], [0.2, 0.2, -0.2], [0.1, 0.0, 0.1]], "de_lowest_kcal_mol": 79.5, "total_charge": 1, "gap_ev": 8.920, "energy_ha": -471.63434, "e_homo_ev": -13.36}

=====

[3]
{"formula": "C7H13N4", "method": "ωB97M-V with the def2-TZVPD basis set", "species": ["C", "C", "C", "C", "C", "C", "C", "N", "N", "N", "N", "H", "H", "H", "H", "H", "H", "H", "H", "H", "H", "H", "H", "H"], "positions_angstrom": [[2.070, 1.240, 2.615], [2.840, 1.113, 1.400], [1.018, 0.486, 2.404], [0.073, -0.412, 0.253], [-2.062, -1.121, 1.408], [-1.861, -0.830, -0.994], [1.163, 0.997, -2.717], [2.212, 0.369, 0.535], [1.012, -0.055, 1.087], [-1.121, -0.880, 0.228], [0.697, -0.197, -2.182], [2.244, 1.863, 3.600], [3.875, 1.575, 1.133], [0.134, 0.469, 3.173], [-2.863, -0.440, 1.458], [-2.430, -2.146, 1.192], [-1.546, -1.001, 2.372], [-1.216, -1.144, -1.866], [-2.860, -1.433, -0.844], [-2.155, 0.150, -1.464], [2.198, 1.488, -2.561], [0.392, 1.798, -2.516], [0.974, 0.759, -3.729], [1.600, -0.671, -2.111]], "forces_ev_per_a": [[1.8, 1.8, 2.0], [1.3, 0.4, -0.7], [-4.7, -0.5, 2.2], [-0.4, -0.4, -2.0], [1.9, -1.5, 0.0], [-2.2, -1.1, -3.5], [-0.7, 4.2, 1.1], [1.2, 0.3, -1.3], [1.3, 1.3, 2.2], [-0.5, 1.7, 2.0], [1.3, -1.3, 1.7], [-0.2, -1.5, -2.4], [-2.2, -1.0, 0.5], [1.6, -0.5, -2.0], [-0.9, 1.0, -0.7], [0.2, 0.6, 0.7], [0.1, -0.6, -0.5], [-0.9, -0.6, 1.3], [2.2, 1.0, -0.6], [0.2, -0.2, 1.6], [-1.4, -1.5, 0.0], [0.8, -0.5, -0.3], [0.2, 0.1, -2.0], [-0.3, -1.1, 0.6]], "de_lowest_kcal_mol": 182.1, "total_charge": 1, "gap_ev": [8.149, 9.463], "energy_ha": -493.05820, "e_homo_ev": [-13.38, -13.48]}